# 1
The following is a quantum chemistry calculation of a cluster of 2 separate species, C4H12N2 in total, from the OMol25 dataset.

Atoms and positions in Å:
C: -0.254 3.561 0.564
C: -1.352 3.002 -0.258
C: -2.245 1.953 -0.002
H: 0.454 2.853 1.005
H: -0.575 4.157 1.472
H: 0.276 4.303 -0.011
H: -1.637 3.597 -1.122
H: -3.303 2.020 -0.270
H: -1.952 0.978 0.396
N: 0.259 -3.408 -0.535
C: 1.015 -2.200 -0.448
N: 2.178 -2.279 0.413
H: 0.706 -4.215 -0.934
H: -0.253 -3.584 0.313
H: 0.302 -1.455 -0.082
H: 1.361 -1.889 -1.428
H: 1.954 -2.651 1.326
H: 2.625 -1.383 0.546

E_HOMO (spin up / spin down) ... 1.04 / -2.68 eV
ΔE to the lowest compared entry with this formula, charge and spin ... 1.669 eV
Spin multiplicity ... 2
Net charge ... -1
Energy ... -268.9923 Ha
LUMO energy (spin up / spin down) ... 3.51 / 3.44 eV

# 2
The following is a quantum chemistry calculation of an isolated molecule of C4H12N2, from the OMol25 dataset.

Atoms and positions in Å:
C: 1.066 -0.648 -0.260
C: -0.436 -0.690 -0.536
C: -0.961 0.221 -1.664
N: -1.532 1.481 -1.152
C: 1.436 -0.107 1.192
N: 0.443 -0.441 2.221
H: 1.678 0.018 -0.894
H: 1.558 -1.586 -0.444
H: -0.975 -0.384 0.341
H: -0.765 -1.739 -0.658
H: -1.833 -0.127 -2.227
H: -0.124 0.427 -2.331
H: -2.479 1.387 -0.837
H: -0.973 2.004 -0.504
H: 2.457 -0.491 1.297
H: 1.526 0.979 1.171
H: 0.919 -0.864 3.003
H: -0.095 0.324 2.597

E_HOMO ... -8.74 eV
ΔE to the lowest compared entry with this formula, charge and spin ... 1.113 eV
Net charge ... 0
Energy ... -269.0754 Ha
SMILES ... NCCCCN
LUMO energy ... 1.05 eV